1.
{
  "formula": "C2H6NO2P",
  "method": "the ωB97M-V functional and the def2-TZVPD basis",
  "species": ["C", "C", "N", "O", "O", "P", "H", "H", "H", "H", "H", "H"],
  "positions_angstrom": [[0.6123, -1.6113, -0.0262], [-0.0651, -0.2691, 0.0865], [-1.2219, -0.0492, 0.6035], [-1.4553, 1.2536, 0.6083], [-2.0491, -0.7597, 1.0937], [0.2379, 1.4425, -0.4262], [0.9464, -1.9197, 1.0877], [0.1005, -2.4525, -0.4564], [1.5306, -1.5160, -0.5937], [1.5172, 1.9086, -1.2216], [-0.7238, 1.7889, -1.2849], [0.5703, 2.1837, 0.5293]],
  "total_energy_ha": -626.18374,
  "fmax_ev_per_a": 4.6,
  "e_above_lowest_kcal_mol": 148.5,
  "e_homo_ev": -9.0,
  "spin_multiplicity": 1,
  "lumo_ev": 0.579,
  "gap_ha": 0.3511
}

2.
{
  "formula": "C2H6NO3",
  "method": "the ωB97M-V functional and the def2-TZVPD basis",
  "species": ["O", "C", "N", "C", "O", "H", "H", "H", "H", "H", "H", "O"],
  "positions_angstrom": [[2.1551, -0.1349, 0.5820], [1.3170, -0.7263, -0.1864], [0.0231, -0.5858, -0.1645], [-1.5831, -0.4503, -1.2141], [-2.8295, -0.5523, -0.8114], [1.8159, -1.3158, -0.9855], [-0.6518, -0.2629, 0.5161], [-1.2281, -1.2102, -1.9490], [-1.5074, 0.5274, -1.7204], [0.0453, 2.0214, 1.2719], [1.2702, 1.0959, 1.2330], [0.8858, 1.9754, 1.6279]],
  "total_energy_ha": -360.24747,
  "fmax_ev_per_a": 5.3,
  "e_above_lowest_kcal_mol": 77.7,
  "e_homo_ev": -4.5,
  "spin_multiplicity": 1,
  "total_charge": -1,
  "lumo_ev": 4.198,
  "gap_ha": 0.3201
}

3.
{
  "formula": "C2H6NOS",
  "method": "the ωB97M-V functional and the def2-TZVPD basis",
  "species": ["S", "H", "C", "C", "N", "O", "H", "H", "H", "H", "H"],
  "positions_angstrom": [[-0.8995, 2.1842, 0.4859], [-2.1326, 2.3735, -0.0154], [0.5686, -1.1447, 1.1083], [0.5311, -1.2527, -0.4140], [0.0412, -0.1810, -1.0288], [0.9835, -2.2949, -0.9178], [-0.0429, -0.3309, 1.5019], [1.6038, -0.9837, 1.4225], [0.2290, -2.0878, 1.5402], [-0.4794, 0.9823, -0.4246], [0.0908, -0.2674, -2.0373]],
  "total_energy_ha": -608.04225,
  "fmax_ev_per_a": 1.3,
  "e_above_lowest_kcal_mol": 15.2,
  "e_homo_ev": -4.3,
  "spin_multiplicity": 1,
  "total_charge": -1,
  "lumo_ev": 4.054,
  "gap_ha": 0.3059
}

4.
{
  "formula": "C2H6NP",
  "method": "the ωB97M-V functional and the def2-TZVPD basis",
  "species": ["P", "N", "C", "C", "H", "H", "H", "H", "H", "H"],
  "positions_angstrom": [[-0.0410, -1.6582, -0.3710], [0.3701, 0.2094, -0.5419], [-0.5681, 1.0016, 0.1247], [0.7831, 0.6159, 0.7385], [0.6528, -2.4284, -1.4462], [-1.2058, -1.6401, -1.1736], [-1.4805, 0.6510, 0.5622], [-0.6279, 2.0112, -0.2377], [1.5963, 1.2763, 0.7377], [0.5211, -0.0386, 1.6072]],
  "total_energy_ha": -475.81081,
  "fmax_ev_per_a": 5.4,
  "e_above_lowest_kcal_mol": 29.1,
  "e_homo_ev": -9.0,
  "spin_multiplicity": 1,
  "smiles": "PN1CC1",
  "lumo_ev": 1.118,
  "gap_ha": 0.3722
}

5.
{
  "formula": "C2H6NP",
  "method": "the ωB97M-V functional and the def2-TZVPD basis",
  "species": ["C", "C", "N", "P", "H", "H", "H", "H", "H", "H"],
  "positions_angstrom": [[-1.0069, -0.0052, -0.8926], [1.6034, 0.0626, 0.1840], [-1.0941, -0.0487, 0.5585], [0.0516, 1.1293, 0.0380], [-0.6694, -0.9746, -1.3265], [-1.7893, 0.3830, -1.7161], [1.1612, -0.9497, 0.4012], [2.2893, 0.3379, 0.9600], [2.0313, 0.1304, -0.8749], [-2.6100, 1.3103, 1.5563]],
  "total_energy_ha": -475.69753,
  "fmax_ev_per_a": 2.9,
  "e_above_lowest_kcal_mol": 100.1,
  "e_homo_ev": [-9.5, -9.1],
  "spin_multiplicity": 1,
  "lumo_ev": [-0.918, 0.059],
  "gap_ha": [0.3165, 0.3364]
}

6.
{
  "formula": "C2H6NP",
  "method": "the ωB97M-V functional and the def2-TZVPD basis",
  "species": ["C", "C", "N", "P", "H", "H", "H", "H", "H", "H"],
  "positions_angstrom": [[1.1331, -0.0757, 0.6451], [-0.7671, -0.5661, -1.0260], [0.2301, 0.2519, -0.4876], [0.6529, 1.6141, 0.4105], [0.5807, -0.6590, 1.4982], [2.0658, -0.3848, 0.1826], [-0.4313, -1.5305, -1.1032], [-1.6938, -0.5462, -0.3525], [-1.0976, -0.2900, -1.9821], [-0.6729, 2.1865, 2.2150]],
  "total_energy_ha": -475.74250,
  "fmax_ev_per_a": 3.8,
  "e_above_lowest_kcal_mol": 71.9,
  "e_homo_ev": [-8.1, -8.1],
  "spin_multiplicity": 1,
  "lumo_ev": [-0.045, -0.045],
  "gap_ha": [0.2973, 0.2973]
}

7.
{
  "formula": "C2H6NP",
  "method": "the ωB97M-V functional and the def2-TZVPD basis",
  "species": ["C", "C", "N", "P", "H", "H", "H", "H", "H", "H"],
  "positions_angstrom": [[1.8881, -0.6556, 0.3611], [-0.7823, 1.1569, -0.3871], [-1.7726, 0.5598, -0.2468], [-2.8559, -0.5495, 0.0683], [1.5443, 0.2866, 0.7890], [1.1459, -0.7038, -0.4333], [1.8459, -1.4917, 1.0419], [-0.1219, 1.9999, -0.2364], [2.7655, -0.7056, -0.1190], [-3.6571, 0.1029, -0.8377]],
  "total_energy_ha": -475.78347,
  "fmax_ev_per_a": 3.9,
  "e_above_lowest_kcal_mol": 46.2,
  "e_homo_ev": -7.4,
  "spin_multiplicity": 1,
  "lumo_ev": 0.738,
  "gap_ha": 0.2995
}

8.
{
  "formula": "C2H6NP",
  "method": "the ωB97M-V functional and the def2-TZVPD basis",
  "species": ["C", "C", "N", "P", "H", "H", "H", "H", "H", "H"],
  "positions_angstrom": [[0.2984, -1.1418, -0.1031], [0.7168, -0.1055, -1.0998], [0.5170, 0.2030, 0.2875], [-1.4669, 1.1607, 0.8920], [-0.7045, -1.3120, -0.1755], [1.1318, -1.8483, 0.2358], [1.6800, -0.0476, -1.5399], [0.0923, 0.3116, -1.8638], [-0.7791, 1.5445, 2.0603], [-1.6279, 0.0473, 1.6422]],
  "total_energy_ha": -475.76301,
  "fmax_ev_per_a": 3.9,
  "e_above_lowest_kcal_mol": 59.1,
  "e_homo_ev": -8.7,
  "spin_multiplicity": 1,
  "lumo_ev": -0.204,
  "gap_ha": 0.3116
}